Arrangement i

{"formula": "C4H6NO3", "method": "ωB97M-V/def2-TZVPD", "multiplicity": 1, "e_homo_ev": -4.6, "charge": -1, "elements": ["O", "C", "C", "C", "C", "O", "O", "N", "H", "H", "H", "H", "H", "H"], "positions_angstrom": [[-2.493, 0.305, -0.686], [-1.593, -0.191, 0.067], [0.146, 0.071, -0.232], [-0.647, 0.548, 0.955], [1.611, 0.669, 0.046], [2.609, -0.007, -0.454], [1.673, 1.810, 0.602], [0.434, -1.329, -0.479], [-1.933, -1.241, 0.499], [-0.049, 0.639, -1.174], [-0.316, 0.252, 1.865], [-0.620, 1.603, 0.989], [1.375, -1.427, -0.802], [-0.197, -1.701, -1.195]], "nbo_charge": [-0.671, 0.371, -0.255, -0.476, 0.797, -0.775, -0.747, -0.837, 0.140, 0.234, 0.219, 0.254, 0.407, 0.338]}

=====

Arrangement ii

{"formula": "C4H6NO3", "method": "ωB97M-V/def2-TZVPD", "multiplicity": 1, "e_homo_ev": -4.6, "charge": -1, "smiles": "C[C@@H](NC=O)C(=O)[O-]", "elements": ["C", "C", "N", "C", "O", "C", "O", "O", "H", "H", "H", "H", "H", "H"], "positions_angstrom": [[-1.044, 0.572, -1.005], [0.101, -0.261, -0.431], [0.453, 0.159, 0.912], [1.313, 1.057, 1.326], [1.967, 1.841, 0.632], [-0.301, -1.747, -0.320], [-0.800, -2.044, 0.799], [-0.071, -2.453, -1.316], [-1.142, 0.351, -2.058], [-0.816, 1.640, -0.938], [-1.990, 0.374, -0.503], [0.954, -0.164, -1.094], [-0.024, -0.446, 1.570], [1.400, 1.122, 2.426]], "nbo_charge": [-0.603, -0.170, -0.596, 0.520, -0.691, 0.757, -0.802, -0.751, 0.209, 0.199, 0.203, 0.208, 0.433, 0.085]}

=====

Arrangement iii

{"formula": "C4H6NO3", "method": "ωB97M-V/def2-TZVPD", "multiplicity": 1, "e_homo_ev": -3.5, "charge": -1, "elements": ["O", "C", "C", "C", "N", "C", "O", "O", "H", "H", "H", "H", "H", "H"], "positions_angstrom": [[-1.715, -0.859, -1.139], [-0.612, -0.997, -0.572], [-0.326, -0.073, 0.695], [-0.851, 1.312, 0.411], [1.142, -0.101, 0.849], [1.606, -0.614, -0.447], [0.620, -0.671, -1.365], [2.731, -0.951, -0.723], [-0.372, -2.009, -0.127], [-0.804, -0.631, 1.492], [-0.488, 2.101, 1.052], [-0.579, 1.554, -0.622], [-1.931, 1.349, 0.465], [1.581, 0.589, 0.031]], "nbo_charge": [-0.836, 0.427, -0.151, -0.630, -0.554, 0.741, -0.562, -0.637, 0.025, 0.190, 0.185, 0.214, 0.220, 0.369]}

=====

Arrangement iv

{"formula": "C4H6NO3", "method": "ωB97M-V/def2-TZVPD", "multiplicity": 1, "e_homo_ev": -4.3, "charge": -1, "elements": ["C", "C", "C", "O", "N", "C", "O", "O", "H", "H", "H", "H", "H", "H"], "positions_angstrom": [[-0.121, -0.111, -0.582], [1.231, 0.515, -0.187], [2.043, -0.208, 0.753], [3.137, 0.083, 1.269], [-1.144, 0.201, 0.363], [-2.518, 0.254, -0.090], [-3.378, -0.103, 0.736], [-2.697, 0.768, -1.217], [-0.492, 0.273, -1.546], [0.072, -1.200, -0.568], [1.900, -0.545, -0.524], [1.564, 1.233, -0.922], [1.443, -1.018, 1.214], [-1.039, -0.144, 1.302]], "nbo_charge": [-0.246, -0.266, 0.219, -0.661, -0.705, 0.859, -0.789, -0.804, 0.256, 0.143, 0.274, 0.225, 0.126, 0.369]}

=====

arrangement ii ends up most stable, edging out the next structure by 300.3 kJ/mol.

=====

Arrangement i

{"formula": "C6H7N3", "method": "ωB97M-V/def2-TZVPD", "multiplicity": 1, "e_homo_ev": -8.8, "smiles": "C#CC/N=C1\\CNC=N1", "elements": ["C", "C", "C", "N", "C", "C", "N", "C", "N", "H", "H", "H", "H", "H", "H", "H"], "positions_angstrom": [[-2.186, -1.689, -0.958], [-1.869, -1.436, 0.201], [-0.935, -1.014, 1.483], [-0.799, 0.352, 1.448], [-0.038, 0.874, 0.580], [0.704, -0.004, -0.394], [1.561, 0.954, -0.963], [1.429, 2.155, -0.414], [0.470, 2.223, 0.478], [-2.772, -1.844, -1.934], [-1.593, -1.292, 2.393], [-0.020, -1.759, 1.204], [0.065, -0.655, -1.083], [1.280, -0.708, 0.208], [2.609, 0.746, -1.625], [2.096, 3.099, -0.627]], "nbo_charge": [-0.334, -0.021, -0.270, -0.469, 0.441, -0.357, -0.579, 0.283, -0.518, 0.261, 0.239, 0.207, 0.264, 0.217, 0.413, 0.221]}

=====

Arrangement ii

{"formula": "C6H7N3", "method": "ωB97M-V/def2-TZVPD", "multiplicity": 1, "e_homo_ev": -7.7, "elements": ["C", "C", "C", "C", "C", "C", "N", "N", "N", "H", "H", "H", "H", "H", "H", "H"], "positions_angstrom": [[0.467, -1.783, -2.322], [0.064, 1.724, 1.267], [-0.432, -0.290, 0.311], [-0.914, 0.718, 1.212], [0.866, 0.112, -0.086], [1.583, -1.414, -1.693], [1.799, -0.340, -0.831], [1.154, 1.379, 0.549], [-2.000, 0.800, 2.031], [-0.424, -1.262, -1.961], [0.047, 2.569, 1.936], [0.448, -2.640, -3.031], [2.635, -1.727, -1.868], [1.877, 2.062, 0.158], [-1.825, 1.569, 2.692], [-2.055, -0.191, 2.422]], "nbo_charge": [-0.369, 0.114, -0.283, -0.019, 0.297, -0.063, -0.351, -0.561, -0.801, 0.234, 0.201, 0.218, 0.200, 0.421, 0.364, 0.397]}

=====

arrangement ii ends up most stable, edging out the next structure by 14.7 kJ/mol.